This record from OMol25 describes C10H21BrN2O6Ti as an isolated structure. The level of theory is wB97M-V/def2-TZVPD.

Results
LUMO energy (alpha / beta): 2.6 / 2.6 eV
2S+1: 4
E: -119137.0883 eV
Kohn-Sham gap (alpha / beta): 2.633 / 8.894 eV
Total charge: -1
Molecular weight: 393.057 g/mol
Max |F|: 0.033 hartree/bohr

```
41
Properties=species:S:1:pos:R:3:forces:R:3
Ti 12.39213 4.60507 -18.32619 -0.1 -0.7 -0.4
O 10.17232 4.06560 -21.60118 0.8 -0.4 1.2
C 10.47170 2.99336 -20.74291 0.0 -0.5 0.2
O 11.38350 3.26173 -19.86355 0.4 1.1 0.5
O 9.90359 1.92986 -20.88282 -0.1 0.3 -0.3
H 10.75046 4.70991 -21.15438 -0.4 0.5 -0.6
Br 11.93338 4.39706 -15.54988 0.1 0.2 -1.0
C 8.85589 7.21507 -19.58067 0.5 0.0 0.2
C 10.12982 6.80452 -18.88504 -0.7 -0.1 -0.3
O 10.98672 6.19156 -19.50433 0.4 -0.3 0.8
C 10.25885 7.20213 -17.44830 0.7 0.1 -0.2
H 8.03532 6.88489 -18.94476 -0.2 0.2 -0.2
H 8.79592 6.77344 -20.56990 0.0 0.0 0.0
H 8.86893 8.30626 -19.65265 -0.3 0.0 0.0
H 9.33151 7.09252 -16.89490 -0.1 0.0 0.0
H 10.55547 8.26036 -17.45848 -0.2 0.0 0.0
H 11.07511 6.66641 -16.96342 -0.1 -0.1 0.1
C 15.61974 7.39580 -19.63210 0.0 -0.2 -0.6
C 14.64408 7.28207 -18.50167 0.1 0.3 0.5
O 13.93869 6.27359 -18.31440 -0.5 -0.7 -0.3
N 14.60388 8.32441 -17.67964 0.0 0.4 -0.3
C 13.75506 8.47949 -16.53040 0.2 0.1 0.9
H 15.07085 7.59974 -20.55758 -0.1 -0.1 0.1
H 16.14445 6.44981 -19.77544 -0.1 0.0 0.1
H 16.36735 8.18162 -19.52230 -0.1 0.1 0.3
H 15.19709 9.11812 -17.91254 0.0 -0.1 -0.1
H 12.73982 8.81578 -16.74180 0.0 -0.3 -0.3
H 14.17697 9.26513 -15.89772 0.2 0.0 -0.2
H 13.77154 7.57681 -15.92024 -0.4 -0.1 -0.2
C 16.09098 3.91185 -17.50508 0.8 -0.4 0.2
C 15.19069 3.52402 -18.63386 -0.3 -0.1 -0.1
O 14.06780 3.03428 -18.44062 -0.3 0.7 0.1
N 15.63755 3.72784 -19.88063 0.2 0.0 0.5
C 14.86960 3.37895 -21.04116 0.2 -0.8 -1.5
H 17.10805 4.14352 -17.82830 -0.1 0.2 -0.2
H 16.19480 3.05678 -16.83416 -0.3 0.0 0.1
H 15.69812 4.74883 -16.93220 -0.2 0.0 -0.1
H 16.60476 3.99153 -19.96401 -0.1 0.2 -0.2
H 15.27676 3.83434 -21.94717 0.0 0.6 0.4
H 13.80946 3.60933 -20.98174 0.0 0.1 0.4
H 14.96120 2.31648 -21.30298 -0.2 -0.1 0.5
```
Positions in Å, forces in eV/Å.